{
  "formula": "C7H11F3OS",
  "method": "ωB97M-V/def2-TZVPD",
  "homo_ev": -9.21,
  "orbital_gap_ev": 9.180,
  "symbols": ["C", "C", "C", "C", "C", "C", "C", "H", "H", "H", "H", "H", "H", "H", "H", "H", "H", "H", "O", "F", "F", "F", "S"],
  "xyz": [[0.84329, 2.19088, 2.45938], [-0.29974, 1.26310, 2.01346], [-0.22250, 0.94850, 0.46556], [1.07069, 0.31079, 0.05348], [0.78928, -1.78105, -1.73673], [-0.62071, -1.89686, -1.19444], [-1.72174, -1.62678, -2.21905], [0.68888, 2.61109, 3.48997], [1.78852, 1.68073, 2.41200], [0.96654, 3.11063, 1.78213], [-0.23574, 0.29025, 2.48899], [-1.26036, 1.72597, 2.23629], [-1.07818, 0.31795, 0.17821], [-0.40556, 1.90158, -0.10518], [1.90793, 0.89659, 0.41440], [1.16471, -0.63002, 0.58494], [0.82930, -2.13547, -2.75611], [1.53980, -2.38769, -1.14493], [-0.89200, -2.16739, -0.03891], [-1.20730, -1.57382, -3.48922], [-2.28270, -0.45384, -1.98830], [-2.68042, -2.54661, -2.19224], [1.31799, -0.04852, -1.71370]],
  "forces_ev_per_a": [[-0.481, 1.628, -0.094], [0.654, 0.178, -1.552], [-1.480, 1.522, 0.034], [0.359, -0.373, 0.387], [0.905, -0.821, 1.096], [1.006, -0.862, 1.340], [-0.148, 0.222, -1.056], [0.174, -0.602, -0.863], [0.468, -0.209, 0.260], [-0.422, -1.287, 0.759], [-0.062, -0.039, 0.527], [-0.058, -0.170, -0.033], [0.319, 0.120, 0.267], [0.393, -0.686, 0.476], [0.255, 0.246, -0.348], [0.075, -0.373, 0.046], [0.052, 0.122, -0.274], [-1.163, 0.586, -0.384], [0.067, 0.346, -1.594], [-0.475, -0.261, 0.767], [-0.299, 0.647, 0.188], [0.156, -0.245, -0.025], [-0.293, 0.311, 0.075]]
}

=====

{
  "formula": "C3H2Li2O3",
  "method": "ωB97M-V/def2-TZVPD",
  "multiplicity": 2,
  "homo_ev": [-13.34, -14.22],
  "de_lowest_ev": 3.2830,
  "total_charge": 1,
  "s_squared": 0.7504,
  "orbital_gap_ev": [9.088, 9.937],
  "symbols": ["H", "O", "C", "C", "O", "O", "C", "Li", "H", "Li"],
  "xyz": [[-2.87146, -3.16248, -1.01185], [-0.50187, -2.59616, 1.74643], [0.65054, -3.37304, 1.71914], [-1.65290, -3.20075, 1.78534], [1.71609, -2.77176, 1.69634], [0.50748, -4.62220, 1.71735], [-2.74116, -3.72099, 1.66661], [2.58517, -4.59914, 1.64082], [-3.73058, -4.14505, 1.71074], [-1.05207, -5.64563, 1.72955]],
  "forces_ev_per_a": [[-0.011, 0.014, -0.117], [0.064, 0.228, 0.152], [0.476, 1.178, 0.024], [-0.947, -0.704, -0.463], [-0.197, -0.600, -0.022], [-0.142, -1.382, -0.017], [0.751, -0.035, 0.495], [-0.277, 0.521, 0.026], [0.336, 0.293, -0.062], [-0.052, 0.486, -0.015]]
}

=====

{
  "formula": "C4H14OSi2",
  "method": "ωB97M-V/def2-TZVPD",
  "homo_ev": -8.96,
  "de_lowest_ev": 2.3456,
  "orbital_gap_ev": 9.937,
  "symbols": ["C", "C", "C", "C", "O", "Si", "Si", "H", "H", "H", "H", "H", "H", "H", "H", "H", "H", "H", "H", "H", "H"],
  "xyz": [[-2.87175, 1.05261, -0.58295], [1.56366, 1.88015, 0.01133], [2.46117, -1.00352, -0.45404], [-0.74862, -1.62203, 1.66355], [-1.99062, 0.41815, 0.38608], [1.05964, 0.23088, -0.88495], [-0.97947, -0.85748, -0.06234], [-3.22073, 2.09814, -0.18358], [-3.69737, 0.39594, -0.68285], [-2.33102, 1.06156, -1.47297], [1.96137, 2.75523, -0.55783], [0.62689, 2.37636, 0.35726], [2.23512, 1.62532, 0.86500], [3.31204, -0.88574, -1.13412], [2.95183, -1.08837, 0.47765], [2.19321, -2.08094, -0.42179], [-1.68941, -1.97566, 1.96357], [0.06805, -2.28678, 1.81420], [-0.40360, -0.81230, 2.30312], [1.12727, 0.42174, -2.37777], [-1.62768, -1.70327, -1.02655]],
  "forces_ev_per_a": [[0.291, 0.871, 3.078], [-0.978, 0.591, -0.042], [-0.054, -1.207, -0.970], [1.398, 1.442, -1.222], [-0.467, 0.123, -0.408], [0.858, -0.249, 0.685], [0.900, 2.046, 1.547], [0.860, -1.991, -0.916], [-1.187, -0.317, -0.292], [0.555, 0.794, -1.908], [0.313, -1.178, -0.048], [0.450, -0.639, 0.440], [-0.620, 0.369, -0.570], [-0.243, -0.127, -0.258], [0.288, 1.266, 1.705], [-0.417, 0.372, -1.079], [-1.135, -0.695, 0.715], [0.317, -1.269, -0.290], [-0.554, 0.508, 0.084], [-0.194, -0.087, 0.357], [-0.380, -0.623, -0.609]]
}

=====

Number 1: calculated total energy -28472.4913 eV. Number 2: calculated total energy -9687.7412 eV. Number 3: calculated total energy -22177.6270 eV.